Below is a 2-piece molecular cluster, C3H5FO2P overall, with properties calculated with ωB97M-V/def2-TZVPD.

```
12
Properties=species:S:1:pos:R:3:forces:R:3
C -2.0527 -0.3035 -0.2711 -0.7 -1.2 0.1
C -1.2059 0.5963 -0.6388 3.7 2.4 1.9
C 0.3889 0.8202 0.7480 -2.7 -1.0 -2.6
O 1.8623 -0.1670 -1.5348 -0.5 0.4 -2.4
O 1.8564 -1.3591 0.6174 2.0 0.2 -0.2
F 0.4031 2.1029 1.2461 0.1 -0.2 -0.2
P 2.0400 0.2664 -0.1388 0.2 -0.9 2.5
H -2.7568 -0.6975 -0.9835 -0.7 0.0 0.0
H -1.9744 -0.7670 0.6939 0.0 -0.5 0.2
H -1.2943 1.2112 -1.5527 0.5 -0.6 0.5
H 0.0404 0.1144 1.5378 0.1 0.5 -0.5
H 2.6931 -1.8173 0.2765 -1.9 0.9 0.7
```
Positions in Å, forces in eV/Å.

The value obtained for the HOMO-LUMO gap is 7.3 eV. As for the total charge: -1. As for the energy above the lowest of the compared OMol25 structures with the same formula, charge and spin: 453.56 kJ/mol. As for the molar mass: 123.04 g/mol. Its total energy is -19292.0097 eV. As for the spin multiplicity: 1.

Here are the Löwdin charges for atoms 1 to 6, given in e: atom 1 (C): -0.14, atom 2 (C): -0.07, atom 3 (C): -0.32, atom 4 (O): -0.57, atom 5 (O): -0.45, atom 6 (F): -0.14